20
Properties=species:S:1:pos:R:3:forces:R:3:lowdin_charge:R:1 method="wB97M-V/def2-TZVPD" fmax_ev_per_a=1.9 e_homo_ha=-0.3065 total_charge=0 gap_ev=9.38 smiles=CCC.CSC total_energy_ha=-597.04791 e_above_lowest_kcal_mol=18.4
C -2.717342 -0.262878 0.274783 0.0007 0.8536 0.5052 -0.12
C -2.423884 0.857129 -0.719691 0.6925 -0.9351 -1.2339 -0.31
C -0.916924 0.952692 -1.107037 -1.6328 0.9147 0.5287 -0.11
H -3.579122 0.005932 0.890334 -0.2166 -0.3129 -0.2072 0.07
H -1.897279 -0.334356 0.996060 0.0683 -0.2214 -0.1281 0.06
H -2.869310 -1.220738 -0.208965 0.0013 -0.1410 0.0256 0.07
H -2.969154 0.695775 -1.655441 -0.3057 0.0410 0.1967 0.09
H -2.710792 1.838545 -0.358414 -0.1153 0.0599 0.2870 0.09
H -0.880970 1.892424 -1.660743 0.6865 -0.1003 -0.1254 0.07
H -0.461607 1.077950 -0.136030 0.7855 0.1419 -0.2190 0.03
H -0.483602 0.140782 -1.684273 -0.1629 -0.1657 0.1356 0.08
C 1.530592 0.139600 1.443034 -0.4170 -1.7818 -0.4767 -0.36
S 1.984596 -1.608302 0.999399 -0.1681 0.6071 0.5085 0.73
C 3.303240 -1.360372 -0.169094 0.9168 -0.4201 -0.8540 -0.47
H 0.546046 0.167910 1.006482 -0.1733 0.7011 0.2714 -0.05
H 1.479416 0.229008 2.521886 0.2503 0.2514 0.0015 0.03
H 2.201024 0.805909 0.927727 0.1690 0.3483 0.1794 0.03
H 4.144134 -1.972825 0.151130 0.2117 0.2063 0.0596 0.02
H 3.641616 -0.339183 -0.335095 -0.1137 0.1440 0.5737 0.04
H 3.079318 -1.704998 -1.176053 -0.4770 -0.1911 -0.0289 0.02

=====

60
Properties=species:S:1:pos:R:3:forces:R:3:mulliken_spin:R:1 method="wB97M-V/def2-TZVPD" fmax_ev_per_a=2.4 e_homo_ha="-0.6492 / -0.6492" total_charge=+3 gap_ev="7.00 / 3.36" total_energy_ha=-1300.96737 spin_multiplicity=2
C -2.918667 1.541394 -0.002105 -1.3043 1.4252 1.4528 0.00
C -1.731533 0.633923 0.161541 0.7959 0.6524 1.2100 0.04
C -1.952357 -0.756035 -0.494534 -0.6166 0.1869 -0.2321 0.10
C -0.784621 -1.645425 -0.360027 -0.7749 -0.7223 0.9811 0.28
C 0.070331 -2.135687 -1.350199 -0.1581 0.8589 -0.7220 0.36
N -0.567045 -2.048949 0.998791 0.3906 -1.5922 1.3471 0.02
N -0.416599 1.390350 -0.182363 -0.2161 1.0415 1.6818 0.00
H -3.581972 1.351802 0.874519 -0.1979 -0.6280 -1.0788 0.00
H -3.461848 1.625661 -0.936575 0.0509 -0.6344 -0.2041 0.00
H -2.772862 2.595383 0.296789 1.0105 -0.2701 -0.3872 0.00
H -1.708952 0.527594 1.270289 0.6682 -0.2977 -0.7470 0.00
H -2.381199 -0.621995 -1.470846 0.9336 0.0517 -0.9080 0.03
H -2.839219 -1.241925 -0.024847 0.6411 0.2929 0.5563 0.02
H 0.908011 -2.763234 -1.146479 0.5559 -0.1204 0.4136 0.00
H -0.046878 -1.823970 -2.382274 -0.2824 -0.0463 -0.0119 0.02
H -1.387863 -1.983405 1.625028 0.2389 1.1690 -0.0646 -0.01
H -0.201621 -3.106453 1.309399 0.4401 1.3539 -1.9510 0.01
H 0.308564 -1.573800 1.344638 -0.4654 0.4950 0.0401 0.02
H -0.356508 2.083177 0.593940 -0.4971 0.2026 -0.0421 0.00
H 0.536547 0.992639 -0.038223 -0.7082 -1.1819 -0.7996 0.00
H -0.395146 2.053799 -0.968717 -0.3123 -0.6494 -0.3730 0.00
H 2.167027 0.305148 1.142809 0.6881 -0.5747 -0.4092 0.00
H 2.287176 -0.812581 -0.071631 0.7752 0.9155 0.5507 0.00
O 1.702189 -0.356229 0.596777 -1.5664 -0.1506 0.1227 0.02
H 3.634494 -0.468471 2.228976 -0.1934 0.1008 -0.0915 0.00
H 4.754994 0.373190 2.574805 -0.0484 0.8534 -0.2821 0.00
O 4.023887 0.366861 1.934024 0.7628 -1.7368 -0.4037 0.00
H -1.043826 -5.164193 -0.085118 -0.0153 -0.3319 -1.0307 0.00
H 0.035191 -4.409943 -1.074138 -0.6474 -1.2811 -0.7020 -0.01
O -0.249701 -4.631402 -0.191816 0.0568 0.8441 1.0019 0.06
H 1.082476 3.767190 -0.210210 0.1912 -0.0142 -0.1714 0.00
H 0.164766 4.873326 0.161172 -0.2393 -0.1507 0.0875 0.00
O 0.252430 3.911603 0.257335 0.4152 0.7043 -0.5249 0.00
H -2.497413 2.492764 -3.604677 -0.2519 0.1328 -0.2033 0.00
H -2.603813 1.001670 -3.947882 -0.0788 0.0597 -0.2724 0.00
O -1.972389 1.710040 -3.796600 0.3906 -0.1323 0.5882 0.00
H -3.251920 -1.483553 -4.313539 0.0753 -0.5168 -0.4611 0.00
H -3.449186 -1.354651 -2.856434 -0.2912 -0.4901 -0.0301 0.00
O -2.999948 -1.927006 -3.493758 0.0823 0.9525 0.4037 0.00
H 0.012486 0.608200 -3.016516 -0.3845 -0.7552 0.5331 0.00
H 1.271034 1.133239 -3.111007 1.1139 -0.2633 0.7591 0.00
O 0.856925 0.445892 -2.546756 -0.9140 0.8394 -1.3225 0.01
H 3.211226 2.459214 3.984747 -0.1815 0.3375 -0.0972 0.00
H 2.444104 2.033247 2.686814 0.1962 0.6823 -0.0896 0.00
O 2.827250 1.723842 3.501665 -0.5649 -0.1633 1.1839 0.00
H 0.812422 3.974057 -3.479299 -0.0954 -0.0631 0.1241 0.00
H -0.282797 2.924015 -3.216101 -0.2120 0.0971 -0.4270 0.00
O 0.493180 3.332666 -2.827595 0.2637 -0.1087 0.1485 0.00
H -0.844087 4.136168 2.244101 -0.2215 -0.3119 -0.4254 0.00
H -0.266403 3.595847 3.452675 -0.0192 -0.7339 0.2432 0.00
O -0.686218 3.269411 2.641597 0.0577 0.5872 0.4916 0.00
H -2.427196 0.005565 3.950583 0.0125 0.1363 0.1579 0.00
H -2.772712 -1.461745 4.197098 0.0422 0.1244 -0.0355 0.00
O -2.298438 -0.875984 3.590575 0.0576 -0.3815 -0.4265 0.00
H 4.368783 -1.270362 -1.045360 0.7529 -0.2403 0.4974 0.00
H 3.752614 -2.079536 0.268050 1.4143 0.1677 -0.2302 0.00
O 3.620622 -1.608000 -0.554680 -2.0313 -0.2690 -0.4861 0.00
H 1.072635 -4.275315 2.525828 0.0806 0.0448 -0.1225 0.00
H 2.071136 -3.803860 1.474370 0.0641 -0.1575 -0.2689 0.00
O 1.158477 -3.689240 1.754461 0.2707 -0.3401 1.4592 0.00

=====

41
Properties=species:S:1:pos:R:3:forces:R:3:lowdin_charge:R:1 method="wB97M-V/def2-TZVPD" fmax_ev_per_a=4.0 e_homo_ha=-0.3448 total_charge=0 gap_ev=9.31 smiles="CC(C)NC(=O)CN.O.O.O.O.O.O.O" total_energy_ha=-917.43352 e_above_lowest_kcal_mol=101.3
C -1.690797 -0.555333 0.266401 -1.7210 -2.7459 -0.9847 -0.08
C -1.055383 -1.886920 -0.429961 -0.7334 0.8805 2.4390 -0.31
C -2.209289 -2.636874 -1.210311 0.2501 2.5334 1.6334 -0.05
N 0.145025 -1.605531 -1.235660 -1.6010 -1.4277 -2.4707 0.08
C 1.048466 -0.745135 -0.778566 3.3972 -1.3749 1.0259 -0.50
O 1.104271 -0.329474 0.403283 -0.6444 -0.3875 -0.4749 -0.06
C 2.314923 -0.526884 -1.661119 -2.7295 1.2834 0.8697 -0.14
N 1.760994 0.330478 -2.794492 -0.3466 1.5421 1.0224 -0.03
H -1.140354 0.092142 0.884432 1.3669 -0.0706 0.7436 0.02
H -2.529829 -0.980600 0.929566 0.9706 0.7694 -1.1420 0.11
H -2.100553 0.164373 -0.448103 -0.1151 -0.9027 -0.2657 0.04
H -0.662666 -2.491654 0.507685 -0.9975 0.6305 -1.9623 0.17
H -2.946110 -2.938960 -0.501618 -0.1527 -0.7486 0.9226 0.07
H -2.870139 -2.074158 -1.870797 0.8128 0.7437 -0.2272 0.06
H -1.859455 -3.437965 -1.742217 0.9333 -2.2737 -1.2220 0.04
H 0.196355 -2.150641 -2.216867 0.2112 2.2184 3.1113 0.22
H 2.605224 -1.583872 -1.852804 0.6632 1.1076 -0.6345 0.12
H 3.007614 0.143089 -1.011726 -0.8069 -1.6485 -1.4536 0.15
H 0.817890 0.009587 -3.180497 1.7648 0.3129 1.0501 0.07
H 1.564565 1.262621 -2.237657 0.3532 -2.1975 -1.8977 0.09
O -0.293696 4.176446 1.104088 -0.4079 1.1520 3.2402 -0.09
H -0.178827 4.079731 2.105360 -0.3019 0.4134 -2.1733 0.07
H 0.163629 3.428987 0.755958 0.4100 -1.0896 -0.8870 -0.06
O -2.074129 0.083266 -3.031547 0.7884 1.2525 -1.6814 -0.06
H -2.003143 0.655621 -3.841282 0.3801 -0.6938 1.0583 0.07
H -3.014149 -0.022345 -3.030044 -1.0705 -0.4168 0.4868 0.02
O -2.763399 1.676925 0.827101 -0.0682 -0.3169 -0.6568 -0.04
H -2.945225 1.915724 1.713899 -0.2769 0.5056 1.3639 0.04
H -3.046801 2.410467 0.298002 -0.1339 0.7490 -0.3049 0.05
O 1.003482 0.686121 3.397808 0.1277 2.3496 1.3211 -0.02
H 0.679836 1.368049 2.798677 -0.0664 -0.3562 -0.0650 0.04
H 0.981254 -0.135852 2.974496 -0.3447 -2.0160 -1.1055 -0.03
O 2.194661 -2.063714 2.976098 2.9753 2.1691 0.4271 -0.09
H 3.052382 -1.450823 3.015736 -2.4170 -2.1043 0.1340 0.09
H 1.917834 -1.785931 2.107309 -0.5602 -0.1763 -0.8966 -0.02
O 3.681116 0.616068 2.254244 -3.7290 -0.8858 0.5620 -0.14
H 2.720319 0.516924 1.836584 3.0397 0.4159 0.7821 0.05
H 3.367742 0.520930 3.206211 0.8006 0.6008 -1.4329 0.05
O 0.350356 2.052558 -0.312965 0.5955 3.8019 1.2610 0.01
H 0.819997 1.371291 0.094571 0.8571 -2.3896 0.5401 -0.02
H -0.113990 1.841269 -1.069277 -1.4729 -1.2086 -2.0560 0.02

=====

86
Properties=species:S:1:pos:R:3:forces:R:3:lowdin_charge:R:1 method="wB97M-V/def2-TZVPD" fmax_ev_per_a=8.9 e_homo_ha=-0.4306 total_charge=+1 gap_ev=9.14 smiles="CCOCC[C@@]1(P(C)CC)[NH2+]C[C@H](I)[C@@](CCCN)(CCC(C)C)[C@@H]1CCCC(=O)OCC" total_energy_ha=-1996.03233
C 2.087287 -6.459491 1.193401 -1.0845 0.2023 -0.4834 -0.08
C 0.669899 -6.126570 0.389645 0.8781 -0.8076 0.6085 -0.25
O 1.008277 -5.265094 -0.763433 -2.1964 1.2759 1.2576 -0.25
C -0.245859 -4.642516 -1.304100 -0.3063 -1.9659 -1.4111 -0.21
C -0.092315 -3.133433 -1.849759 -0.4009 0.0890 0.0016 -0.12
C -0.001634 -1.918883 -0.707715 -1.0259 0.5451 -1.6335 -0.45
P -1.508219 -2.225970 0.431509 -1.4214 0.4018 0.5864 0.99
C -3.121429 -2.581163 -0.620024 0.4632 -0.2688 -1.1223 -0.27
C -1.951017 -0.656531 1.501328 -0.6109 -0.5857 1.4079 -0.38
C -2.339388 -1.294450 2.999634 0.9911 0.4993 0.3870 -0.19
N 1.149799 -2.172349 0.294079 -0.4865 -1.0407 0.9029 0.01
C 2.512154 -2.213435 -0.314604 2.5918 -0.7073 -1.3878 -0.22
C 2.641227 -1.058555 -1.450509 -1.6683 -0.7715 -0.2523 -0.64
I 4.750350 -0.683984 -1.782070 -0.5336 -0.2396 0.1542 0.93
C 1.628102 0.260704 -1.230318 0.7425 -0.6458 0.0618 -0.34
C 1.781896 0.992898 0.211062 -0.5947 0.1881 0.4662 -0.16
C 3.152178 0.830167 1.045092 0.8024 1.8929 0.9752 -0.21
C 2.999578 1.775496 2.417094 -0.8887 -1.8628 0.4480 -0.29
N 4.351722 2.068402 3.060541 -1.6270 -0.8712 0.6599 -0.06
C 2.127940 1.291417 -2.361574 0.8583 0.0149 -0.7405 -0.20
C 1.260296 2.521861 -2.892393 0.4118 1.8502 -0.6144 -0.18
C 1.461437 3.968841 -2.074599 -1.0308 0.6938 -2.1027 -0.38
C 2.982342 4.567339 -2.150555 -0.5000 0.2895 2.1002 -0.12
C 0.524010 5.046827 -2.948671 0.1873 0.4757 -0.2152 -0.12
C 0.132763 -0.462714 -1.478033 1.6111 -0.2483 -2.4798 -0.17
C -1.156393 0.476028 -1.569122 -1.9700 0.7722 -0.6469 -0.16
C -1.304823 1.817616 -0.672781 -1.2353 1.3474 0.8679 -0.17
C -2.931138 2.164483 -0.458146 -0.3298 0.4301 1.1817 -0.08
C -3.191458 2.875806 1.033564 3.0082 3.1025 2.4318 -0.23
O -2.255549 3.620136 1.663110 -6.1752 -5.1302 -3.8573 -0.02
O -4.567796 2.646703 1.583001 4.1958 -0.3280 -0.3186 -0.13
C -4.510755 2.321251 3.018896 -1.2623 0.3778 2.2798 -0.23
C -6.054452 1.955093 3.544110 0.2631 0.6819 0.2229 -0.10
H 2.167838 -7.628487 1.235447 0.2945 2.4507 0.0933 0.09
H 2.965603 -5.936892 0.619378 -1.6336 -1.3220 1.0476 0.08
H 2.013767 -5.984321 2.264285 0.2490 -1.1607 -2.0341 0.08
H 0.164998 -7.103525 -0.061583 0.9709 2.0106 1.2481 0.14
H -0.024863 -5.605130 1.191005 1.0075 -0.8604 -1.9689 0.12
H -0.492213 -5.320506 -2.259318 0.3210 1.6480 1.8863 0.16
H -1.106951 -4.870330 -0.550174 1.5238 0.9687 -1.2998 0.10
H 0.781959 -3.109559 -2.626251 -1.4631 0.0998 1.6300 0.13
H -1.076309 -2.878857 -2.477207 2.1698 -0.5850 1.4350 0.14
H -3.004358 -2.176867 -1.734180 -0.5346 -0.6952 2.4745 0.05
H -4.069759 -2.125937 -0.084292 2.0424 -1.0474 -1.1226 0.07
H -3.152504 -3.759890 -0.707756 -0.3026 2.4956 0.3079 0.05
H -2.922624 -0.118385 1.139174 2.2108 -0.6606 0.3742 0.07
H -1.033042 0.035338 1.700456 -1.8253 -1.0882 -0.7668 0.07
H -1.876759 -0.560350 3.805237 -1.1787 -1.4824 -1.5516 0.08
H -3.492987 -1.368186 3.177424 2.2875 -0.0429 -0.4257 0.08
H -1.781160 -2.327233 3.155334 -1.4618 2.0610 -0.3206 0.06
H 0.950790 -3.133100 0.708607 0.1839 1.1429 -0.6133 0.15
H 1.078397 -1.525988 1.137745 0.2238 -0.5355 -1.4931 0.17
H 2.662718 -3.257568 -0.874467 -0.6777 2.2035 1.3864 0.15
H 3.373878 -2.204905 0.511259 -2.1889 0.3112 -1.7052 0.13
H 2.294167 -1.566732 -2.475537 0.7885 1.2875 2.2883 0.09
H 1.595781 2.161869 0.056379 0.3971 -2.6425 0.3044 0.13
H 0.898277 0.627218 0.896753 1.5970 0.7229 -1.0839 0.09
H 3.413990 -0.238551 1.442868 -0.5874 1.8544 -1.0371 0.09
H 4.106981 1.277708 0.488968 -2.1988 -1.1510 0.9840 0.10
H 2.426186 1.076634 3.190000 0.5417 1.4650 -1.6039 0.11
H 2.329213 2.719300 2.250241 1.6139 -1.6272 0.1430 0.12
H 4.097894 2.584484 3.951255 0.6785 -0.7984 -1.2998 0.08
H 4.685604 1.109611 3.380607 -0.3319 1.7361 -0.3924 0.08
H 3.115884 1.807238 -1.922588 -2.0399 -1.3593 -1.0058 0.10
H 2.461347 0.647459 -3.311283 -0.7128 1.3904 2.0329 0.12
H 0.117100 2.411482 -3.044605 2.0297 -0.3317 0.4062 0.08
H 1.681345 2.785009 -3.982995 -0.8850 -0.6580 2.3587 0.14
H 0.978360 3.957103 -1.005124 1.3798 -0.1078 -1.8913 0.11
H 3.532722 4.204111 -1.155180 -0.7062 0.6640 -2.3979 0.08
H 2.880804 5.749271 -2.013373 0.3974 -2.6302 -0.4953 0.10
H 3.575812 4.300835 -3.124213 -1.2979 0.4445 1.9249 0.10
H -0.098656 5.732261 -2.233385 1.1275 -1.3137 -1.3455 0.08
H -0.202997 4.513635 -3.696193 1.2675 0.9319 1.5091 0.07
H 1.201555 5.775895 -3.608246 -1.4047 -1.7104 1.4746 0.09
H 0.283160 -0.809131 -2.621241 -0.4119 0.7010 2.4682 0.15
H -2.168828 -0.132424 -1.383936 2.4414 0.9818 -0.2199 0.09
H -1.320169 0.842027 -2.699006 0.6875 -0.9418 2.4519 0.14
H -0.885328 2.812897 -1.156401 -0.5524 -2.4061 0.8499 0.11
H -0.876527 1.780123 0.414172 -0.6651 -0.1427 -2.2395 0.09
H -3.606835 1.211629 -0.463521 1.2507 1.7802 -0.1141 0.10
H -3.340153 2.924644 -1.248116 0.7899 -1.4832 1.4393 0.14
H -3.787046 1.403764 3.262855 -1.4555 2.0968 -0.7551 0.12
H -4.208091 3.287599 3.650728 -0.2922 -2.2361 -1.5537 0.14
H -6.489377 0.985543 3.050293 0.8910 1.9427 0.9225 0.08
H -6.026578 1.829045 4.728200 0.1044 0.1076 -2.6231 0.09
H -6.781051 2.883190 3.353840 1.6837 -2.1356 0.1830 0.10